Record 1
DFT (the ωB97M-V functional and the def2-TZVPD basis) results for C30H42F9N8OS3Ti as an isolated structure in a non-equilibrium geometry.

```
94
Properties=species:S:1:pos:R:3:forces:R:3
Ti 0.6759 -0.2458 0.5794 -0.225 0.509 -0.097
C 0.4859 2.8406 3.4925 0.031 0.018 -0.016
C 0.0001 3.5341 2.2264 -0.090 0.005 0.073
S -1.3727 2.7472 1.3747 0.199 -0.035 -0.483
C -2.7418 3.0975 2.4706 -0.174 0.092 0.535
C -2.9828 2.0928 3.6239 0.011 0.079 -0.013
S -2.5852 0.3663 3.2253 0.000 -0.021 -0.026
C -1.5436 -0.1312 4.6087 -0.033 0.014 0.017
C -0.1642 0.5090 4.8288 -0.014 0.006 -0.003
S 0.8077 1.0470 3.3937 -0.185 0.021 -0.119
H 1.4105 3.3149 3.8280 -0.026 0.077 -0.026
H -0.2598 2.9845 4.2739 0.058 -0.043 0.054
H -0.3159 4.5459 2.5016 0.085 0.021 -0.021
H 0.7941 3.6215 1.4893 -0.001 -0.088 -0.048
H -2.6124 4.0939 2.9061 -0.124 0.008 -0.036
H -3.6356 3.1418 1.8444 0.048 -0.058 -0.042
H -2.3987 2.3712 4.5018 0.046 -0.017 -0.028
H -4.0347 2.1384 3.9118 0.017 0.047 0.062
H -2.1126 -0.0323 5.5372 0.009 -0.046 0.010
H -1.4130 -1.1911 4.4281 0.011 -0.127 -0.044
H -0.2511 1.3716 5.4899 0.033 0.003 0.002
H 0.4473 -0.2220 5.3604 -0.012 -0.017 0.005
C 2.2723 -1.3053 -4.1451 0.030 -0.010 -0.055
C 1.5362 -2.4117 -3.3773 0.276 -0.226 -0.152
C 2.5407 -3.5043 -2.9578 -0.113 0.096 0.152
C 0.4570 -3.0379 -4.2736 0.006 0.002 -0.010
C 0.9373 -1.7820 -2.1912 -0.374 0.756 0.738
N 0.8050 -1.1567 -1.1977 0.179 -0.808 -0.556
H 2.7115 -1.7285 -5.0519 0.000 0.025 -0.019
H 3.0684 -0.8728 -3.5385 -0.014 -0.012 -0.006
H 1.5865 -0.5053 -4.4263 0.010 0.005 0.003
H 3.0384 -3.9208 -3.8389 -0.064 0.062 0.011
H 2.0296 -4.3144 -2.4348 0.011 0.011 0.012
H 3.2931 -3.0911 -2.2853 0.014 -0.006 -0.008
H 0.9239 -3.6151 -5.0778 -0.009 0.059 0.015
H -0.1711 -2.2658 -4.7212 -0.021 -0.007 0.026
H -0.1830 -3.7055 -3.6956 0.017 -0.012 -0.003
C -3.3822 0.3336 -0.4886 -0.039 0.061 -0.024
N -2.1939 0.0246 -1.2748 -0.040 -0.092 0.225
C -1.7736 1.2240 -1.9952 0.004 -0.010 -0.061
N -2.8430 1.7165 -2.8843 0.003 -0.022 -0.021
C -4.0189 1.9958 -2.0598 -0.006 -0.005 0.002
N -4.4933 0.8135 -1.3279 -0.005 -0.017 -0.021
C -4.7897 -0.2333 -2.3090 0.007 0.008 0.009
N -3.6324 -0.5800 -3.1388 0.034 0.003 -0.011
C -2.5407 -1.0064 -2.2439 0.029 0.015 -0.032
C -3.1892 0.6449 -3.8168 0.002 0.006 0.009
H -3.1313 1.1024 0.2420 0.011 0.002 0.001
H -3.7033 -0.5628 0.0478 -0.001 -0.002 -0.001
H -0.8892 0.9815 -2.5875 0.010 0.006 0.012
H -1.4949 1.9941 -1.2789 0.002 0.007 0.003
H -4.8275 2.3532 -2.7044 -0.001 0.012 0.005
H -3.7659 2.7790 -1.3413 0.010 -0.015 0.004
H -5.5987 0.1110 -2.9599 0.000 -0.004 -0.001
H -5.1240 -1.1284 -1.7785 0.005 0.001 0.003
H -1.6561 -1.2338 -2.8428 -0.022 -0.018 0.018
H -2.8444 -1.9138 -1.7154 -0.025 0.013 0.002
H -3.9909 0.9901 -4.4766 -0.003 -0.001 0.001
H -2.3116 0.4105 -4.4239 0.004 -0.001 -0.003
N 3.4141 -0.8846 1.8798 -0.037 -0.156 -0.073
C 4.7399 -1.0488 1.7109 -0.006 0.035 0.037
C 5.0082 -0.7622 0.3919 0.059 -0.018 -0.009
C 3.7566 -0.4639 -0.1750 0.058 0.134 0.031
N 2.8010 -0.5462 0.7369 0.133 -0.123 0.227
H 2.8198 -1.1191 2.6623 0.025 0.033 0.017
H 5.3759 -1.3432 2.5281 0.009 -0.016 -0.016
H 5.9682 -0.7642 -0.0940 0.000 0.002 0.008
H 3.4993 -0.1701 -1.1792 0.010 0.015 0.012
N 0.8902 1.5025 0.0231 0.157 -0.219 0.042
C 1.7285 2.4272 -0.4440 -0.064 0.152 -0.087
C 2.9280 2.8008 0.2402 -0.006 0.051 0.003
C 3.7968 3.7573 -0.2572 0.001 -0.038 0.057
C 3.5385 4.4258 -1.4497 -0.043 0.005 -0.055
C 2.3573 4.1131 -2.1269 0.043 0.033 0.009
C 1.4793 3.1621 -1.6482 0.035 -0.085 0.076
H 3.1456 2.3006 1.1802 0.017 -0.036 -0.026
H 4.6985 3.9882 0.3033 0.002 0.003 -0.003
H 4.2232 5.1720 -1.8332 -0.005 0.004 0.000
H 2.1166 4.6323 -3.0502 0.006 0.002 -0.003
H 0.5635 2.9469 -2.1871 0.007 -0.008 -0.018
F -1.3961 -2.0129 0.7046 -0.173 -0.181 0.003
C -0.9289 -3.2371 0.9839 0.080 0.062 0.058
F -0.5617 -3.7968 -0.1781 0.015 0.015 -0.063
F -1.9632 -3.9647 1.4368 0.011 -0.061 -0.052
C 0.2764 -3.0867 2.0163 -0.008 0.033 -0.002
O 0.5909 -1.8017 2.2039 0.075 -0.057 -0.335
C -0.1390 -3.7369 3.3808 -0.043 0.082 0.045
F 0.7151 -3.3800 4.3491 0.000 -0.011 -0.018
F -0.1767 -5.0798 3.3594 -0.010 -0.045 -0.009
F -1.3560 -3.3245 3.7726 0.029 0.143 0.092
C 1.5072 -3.8917 1.4737 -0.009 -0.027 0.080
F 2.0051 -3.3350 0.3735 0.024 -0.002 -0.022
F 2.4891 -3.8928 2.3954 0.012 -0.016 0.022
F 1.2401 -5.1806 1.1908 0.006 -0.035 -0.048
```
Forces are in eV/Å.

Results
net charge = -1
energy above the lowest of the compared OMol25 structures with the same formula, charge and spin = 43.6 kcal per mole
LUMO (alpha / beta) = 2.31 / 2.31 eV
multiplicity = 1
HOMO-LUMO gap (alpha / beta) = 3.96 / 3.95 eV

Mulliken atomic charge list, values in e, 8 entries: -0.542, -1.066, -0.949, 0.671, -1.211, -0.928, 0.012, -0.094

=====

Record 2
DFT (the ωB97M-V functional and the def2-TZVPD basis) results for a 3-piece molecular cluster, C30H42N2O7 overall in a non-equilibrium geometry.

```
81
Properties=species:S:1:pos:R:3:forces:R:3
O 0.5024 0.4158 -3.6423 0.179 -0.267 0.741
C 0.4881 0.0004 -2.5077 -0.269 -0.553 0.941
C 0.6302 0.9281 -1.2248 -0.283 -0.633 -0.677
C 1.8222 0.4540 -0.3374 0.647 -0.248 0.324
C 2.9866 -0.1330 -1.0255 0.917 -0.251 1.912
C 4.1539 -0.6492 -0.2910 -2.741 1.400 1.849
C 4.0985 -0.5563 1.1831 -1.119 0.550 -1.396
C 2.9562 0.0619 1.8749 0.064 -0.179 -1.610
C 1.7797 0.5899 1.1192 2.321 -1.221 -0.359
C 0.6330 1.2257 1.9303 0.240 0.250 1.123
O -0.3957 1.6854 1.4704 0.811 -0.465 -0.165
C 0.8040 1.3459 3.4851 1.603 -0.811 0.254
C 1.8768 0.8384 4.1789 -0.918 0.427 -1.385
C 3.0117 0.1101 3.4260 -0.501 0.000 -0.077
O 3.9102 -0.4458 4.0263 -0.596 0.509 -0.333
C 0.2764 -1.5294 -2.2021 -0.208 -2.111 0.532
C -0.7095 -2.0033 -1.2111 0.673 -1.345 -0.586
C -0.9320 -3.4302 -0.9219 1.980 0.521 -1.885
C -0.1208 -4.4348 -1.6480 0.063 2.759 -0.199
C 0.8716 -3.9670 -2.6166 -0.858 1.087 0.638
C 1.0819 -2.5375 -2.8985 -1.671 -0.496 1.381
H 0.7345 1.9967 -1.5660 -0.009 -1.095 0.354
H -0.3649 0.8326 -0.6975 1.253 0.202 -0.308
H 3.0396 -0.2111 -2.1441 -0.410 0.247 1.252
H 5.0498 -1.0949 -0.7837 -1.046 0.482 0.375
H 4.9751 -0.9775 1.7402 -1.201 0.634 -0.259
H 0.0190 1.8927 4.0586 0.515 -0.541 -0.918
H 1.9243 0.9635 5.2924 0.238 -0.320 -1.302
H -1.3534 -1.2801 -0.6593 0.692 -0.528 -0.549
H -1.6955 -3.7582 -0.1690 0.857 0.489 -0.896
H -0.2841 -5.5229 -1.4710 0.256 1.078 -0.184
H 1.4756 -4.7273 -3.1796 -0.666 0.918 0.656
H 1.8344 -2.1874 -3.6481 -0.778 -0.529 0.747
C 1.2876 3.4215 6.5122 0.245 -0.014 -0.128
O 1.5767 3.9891 5.2497 -0.319 0.020 0.261
C 0.4817 4.7320 4.7120 0.296 0.244 -0.502
C 0.8368 6.2110 4.6332 0.017 -0.240 0.414
N 0.9125 6.8033 5.9667 -0.026 0.082 -0.285
C 1.4796 8.1528 5.9767 0.084 -0.238 0.326
C 2.9514 8.2984 5.5751 -0.117 0.420 0.189
O 3.8588 7.6995 6.4890 -0.114 -0.131 -0.380
C 4.1162 6.3240 6.2550 0.166 0.143 0.342
H 2.1321 2.7922 6.7970 0.006 0.068 -0.035
H 1.1624 4.1970 7.2731 -0.162 -0.091 0.105
H 0.3889 2.7972 6.4624 -0.051 0.042 0.127
H -0.4410 4.5732 5.2792 0.117 0.042 0.132
H 0.3150 4.3588 3.6966 -0.041 0.023 -0.006
H 0.0738 6.7332 4.0482 0.026 0.023 0.032
H 1.7946 6.2952 4.1068 -0.053 -0.079 -0.235
H 1.4831 6.2114 6.5578 -0.038 0.028 -0.030
H 1.3738 8.5252 7.0002 0.078 0.077 -0.079
H 0.8668 8.8012 5.3437 0.022 -0.049 -0.085
H 3.1824 9.3676 5.5890 0.011 -0.026 0.024
H 3.1446 7.9618 4.5511 -0.002 -0.187 0.029
H 4.0574 6.0636 5.1950 -0.119 -0.001 0.024
H 3.4328 5.7026 6.8400 -0.011 -0.164 -0.178
H 5.1281 6.1109 6.6044 -0.020 0.066 -0.017
C -2.0414 -2.8312 -4.9893 0.138 -0.155 -0.045
O -2.0215 -4.2107 -4.6577 -0.222 0.314 0.089
C -2.9743 -4.5599 -3.6566 0.066 -0.589 -0.115
C -4.0404 -5.4769 -4.2435 0.098 0.457 -0.183
N -4.9040 -4.7495 -5.1708 -0.023 -0.287 0.141
C -5.7918 -5.6164 -5.9469 0.156 0.352 -0.180
C -5.1372 -6.5768 -6.9458 -0.470 -0.010 -0.113
O -4.4993 -5.9262 -8.0353 0.169 -0.203 0.322
C -3.1541 -5.5440 -7.7933 -0.144 0.150 -0.349
H -1.2185 -2.6385 -5.6783 -0.011 -0.077 0.053
H -2.9788 -2.5607 -5.4852 -0.039 0.140 0.067
H -1.8984 -2.2137 -4.0978 -0.044 0.045 -0.044
H -3.4213 -3.6782 -3.1870 0.000 0.040 -0.154
H -2.4306 -5.1073 -2.8820 -0.062 0.016 0.027
H -4.6474 -5.8892 -3.4315 -0.030 0.000 -0.046
H -3.5265 -6.3045 -4.7467 0.108 -0.129 0.184
H -4.3260 -4.2234 -5.8148 -0.022 -0.005 0.062
H -6.4586 -4.9540 -6.5076 -0.008 -0.132 -0.042
H -6.4237 -6.1861 -5.2592 0.075 -0.056 0.039
H -5.9399 -7.1739 -7.3888 0.019 0.025 -0.019
H -4.4614 -7.2909 -6.4634 0.150 0.116 0.031
H -2.6449 -6.2248 -7.1062 -0.063 0.069 0.086
H -3.1100 -4.5184 -7.4179 0.189 -0.062 0.149
H -2.6262 -5.5629 -8.7485 -0.062 -0.040 0.007
```
Forces are in eV/Å.

Results
LUMO = -1.36 eV
multiplicity = 1
HOMO-LUMO gap = 7.25 eV
SMILES = O=C(Cc1cccc2c1C(=O)C=CC2=O)c1ccccc1.COCCNCCOC.COCCNCCOC

Mulliken atomic charge list, values in e, 8 entries: -0.559, -0.246, -0.671, 0.772, -0.195, -0.812, -0.660, -0.051

=====

Record 3
DFT (the ωB97M-V functional and the def2-TZVPD basis) results for C30H43CdN3OSSi as an isolated structure in a non-equilibrium geometry.

```
80
Properties=species:S:1:pos:R:3:forces:R:3
Cd 1.4838 -1.2292 -0.0244 -0.869 0.306 -0.138
C 4.9814 -2.0732 -1.2462 -0.022 -0.020 -0.018
N 4.3638 -1.2955 -0.1833 0.217 -0.162 -0.022
C 4.9002 0.0561 -0.1874 -0.142 0.078 -0.071
C 4.6056 -1.9179 1.1173 -0.178 -0.080 0.096
C 3.6371 -1.4718 2.1934 -0.067 0.042 0.269
C 4.0932 -1.2529 3.4896 0.169 -0.059 -0.196
C 3.2051 -0.9917 4.5184 -0.034 0.015 0.158
C 1.8450 -0.9547 4.2675 -0.049 0.029 0.043
C 1.3887 -1.1266 2.9695 0.006 -0.133 0.084
C 2.2741 -1.3778 1.9302 0.286 -0.034 -0.170
H 6.0769 -2.1302 -1.1391 -0.044 -0.020 -0.008
H 4.7563 -1.6163 -2.2099 0.017 0.030 -0.045
H 4.5780 -3.0857 -1.2436 0.030 -0.024 -0.010
H 5.9913 0.0696 -0.0369 -0.033 -0.068 0.071
H 4.4238 0.6341 0.6021 0.011 0.087 0.046
H 4.6821 0.5265 -1.1425 -0.047 0.116 -0.054
H 5.6417 -1.7333 1.4534 -0.092 -0.095 -0.090
H 4.4783 -3.0019 0.9984 0.104 0.140 -0.020
H 5.1550 -1.2882 3.6965 0.123 -0.033 0.028
H 3.5751 -0.8219 5.5192 0.047 -0.004 0.085
H 1.1434 -0.7816 5.0711 -0.048 0.049 0.077
H 0.3259 -1.0790 2.7636 0.033 0.031 0.095
C -1.4118 3.7865 -1.6354 0.123 -0.272 -0.022
C -1.1528 2.2844 -1.5890 -0.247 0.309 0.420
N -0.3946 1.8550 -2.7425 0.304 -0.359 -0.432
C 0.8625 1.4020 -2.7456 -0.640 0.114 -0.624
S 1.8078 1.3177 -1.3647 0.471 -0.366 0.931
N 1.3698 1.0408 -3.9498 -0.498 0.041 -0.048
C 2.7930 1.0375 -4.2148 0.381 0.128 -0.083
C 3.3031 2.4609 -4.4268 -0.052 -0.301 0.029
H -1.9742 4.0948 -0.7591 -0.105 0.021 0.099
H -1.9817 4.0415 -2.5255 -0.127 0.130 -0.103
H -0.4756 4.3387 -1.6554 0.119 0.064 0.017
H -2.1006 1.7399 -1.5733 0.244 0.031 0.027
H -0.5854 2.0243 -0.6958 -0.131 -0.023 -0.193
H -0.8856 1.8847 -3.6271 0.079 -0.028 0.070
H 0.8021 1.2657 -4.7590 0.016 -0.069 0.155
H 2.9573 0.4191 -5.0988 0.053 -0.011 0.063
H 3.2972 0.5855 -3.3570 -0.095 -0.043 -0.241
H 2.7461 2.9535 -5.2225 -0.011 0.056 -0.074
H 4.3538 2.4522 -4.6986 0.171 0.062 -0.007
H 3.1736 3.0245 -3.5050 0.050 0.101 0.023
C -2.1970 -2.4314 2.9953 0.129 0.182 -0.197
C -2.9633 -2.1912 1.6949 0.064 0.152 -0.004
C -4.3942 -1.7848 2.0458 0.167 0.147 -0.154
C -3.0130 -3.5226 0.9452 0.135 0.203 -0.171
Si -2.0340 -0.9058 0.5755 -1.220 0.318 0.414
O -0.6944 -1.5125 0.0235 1.701 -0.309 -0.581
C -3.1618 -0.5390 -0.9292 0.187 -0.072 0.478
C -3.0341 -1.3704 -2.0381 0.063 -0.110 -0.017
C -3.7967 -1.1812 -3.1789 0.003 -0.091 -0.201
C -4.6941 -0.1277 -3.2485 -0.029 0.003 -0.085
C -4.8332 0.7151 -2.1587 -0.093 0.154 0.002
C -4.0818 0.5000 -1.0127 -0.190 0.021 0.070
C -1.7323 0.7480 1.5142 -0.006 -0.474 -0.201
C -2.7061 1.5311 2.1296 -0.169 -0.089 0.009
C -2.3847 2.7208 2.7641 -0.253 0.189 0.085
C -1.0721 3.1592 2.8299 0.053 -0.010 -0.058
C -0.0807 2.3914 2.2411 0.098 0.052 -0.033
C -0.4238 1.2208 1.5867 0.234 -0.295 -0.064
H -2.7347 -3.1423 3.6261 -0.055 -0.088 0.063
H -2.0707 -1.5087 3.5594 0.057 0.117 0.144
H -1.2142 -2.8465 2.7798 0.162 -0.036 0.083
H -4.8955 -2.6038 2.5672 -0.051 -0.058 0.061
H -4.9703 -1.5534 1.1514 -0.139 0.048 -0.085
H -4.4077 -0.9177 2.7031 -0.069 0.137 0.094
H -3.4088 -4.3111 1.5886 -0.093 -0.053 0.076
H -2.0137 -3.8108 0.6275 0.109 -0.123 -0.092
H -3.6473 -3.4484 0.0648 -0.099 -0.075 -0.179
H -2.3163 -2.1769 -1.9938 0.089 -0.121 -0.057
H -3.6968 -1.8581 -4.0183 0.042 -0.011 -0.028
H -5.2838 0.0338 -4.1427 -0.004 -0.015 0.008
H -5.5267 1.5442 -2.2090 -0.054 0.037 0.048
H -4.2081 1.1652 -0.1700 -0.032 0.138 0.076
H -3.7410 1.2114 2.1263 -0.066 0.006 -0.013
H -3.1779 3.3118 3.2052 0.019 0.020 0.068
H -0.8229 4.0869 3.3270 -0.021 0.025 0.048
H 0.9584 2.6960 2.2835 -0.019 0.031 -0.005
H 0.3652 0.6414 1.1127 -0.172 0.278 0.185
```
Forces are in eV/Å.

Results
LUMO = 0.03 eV
multiplicity = 1
HOMO-LUMO gap = 8.31 eV

Mulliken atomic charge list, values in e, 8 entries: 0.560, -1.069, 0.604, -1.239, -1.033, 1.623, -0.788, -0.676

=====

In the order shown, the computed total energy values come out to -4624.53541 -1804.31763 -2263.93353 hartree.